Entry 1:
DFT (the ωB97M-V functional and the def2-TZVPD basis) results for a 2-piece molecular cluster, C4H7N3 overall in a non-equilibrium geometry.

total energy = -320.71841 Eh
LUMO (alpha / beta) = 0.333 / 0.331 eV
highest occupied orbital energy (alpha / beta) = -6.955 / -6.949 eV
2S+1 = 1
energy relative to the best compared isomer or geometry (same formula, charge and spin) = 103.5 kcal per mole

```
14
C4H7N3 | OMol25 | the ωB97M-V functional and the def2-TZVPD basis
C 0.69052 -0.85579 2.06156
C -0.07336 1.19727 -0.89214
C -0.32365 -0.21415 -1.37705
C 0.45220 -0.21800 0.76877
N 0.95054 -1.37825 3.07373
N 0.16369 1.03862 0.54830
N 0.57692 -0.90227 -0.39744
H 0.68437 1.79785 -1.39336
H -0.95914 1.90797 -1.07580
H -1.33275 -0.68130 -1.28789
H -0.04809 -0.31788 -2.39586
H -1.28633 -1.10501 1.55360
H -0.28440 1.61299 1.16339
H 0.78949 -1.88205 -0.34980
```



Entry 2:
DFT (the ωB97M-V functional and the def2-TZVPD basis) results for an isolated molecule of C4H7N3 in a non-equilibrium geometry.

total energy = -320.70085 Eh
LUMO = 0.918 eV
highest occupied orbital energy = -8.527 eV
SMILES string = C1=NNC[C@H]2CN12
2S+1 = 1
energy relative to the best compared isomer or geometry (same formula, charge and spin) = 114.5 kcal per mole

```
14
C4H7N3 | OMol25 | the ωB97M-V functional and the def2-TZVPD basis
C 0.37246 1.66016 0.36509
N 1.13374 1.29698 -0.66058
N 0.98637 -0.09058 -0.84815
C -0.42579 -0.58500 -0.93463
C -0.98333 -0.43810 0.27364
C 0.08983 -0.50235 1.26849
N -0.65472 0.83385 1.04829
H 0.47665 2.61279 0.73821
H 1.58689 -0.40191 -1.63160
H -1.04334 -0.33275 -1.83363
H -0.41766 -1.71538 -1.12589
H -2.02879 -1.00029 0.21801
H 1.18961 -0.39215 0.85881
H -0.28193 -0.94526 2.26396
```



Entry 3:
DFT (the ωB97M-V functional and the def2-TZVPD basis) results for an isolated molecule of C4H7N3 in a non-equilibrium geometry.

total energy = -320.84487 Eh
LUMO = 1.104 eV
highest occupied orbital energy = -9.567 eV
SMILES string = Cc1n[nH]nc1C
2S+1 = 1
energy relative to the best compared isomer or geometry (same formula, charge and spin) = 24.1 kcal per mole

```
14
C4H7N3 | OMol25 | the ωB97M-V functional and the def2-TZVPD basis
C -1.87580 -0.82864 -0.50309
C -0.62907 -0.08726 -0.43324
N -0.21668 0.98493 -1.11190
N 0.92824 1.36530 -0.62907
N 1.27352 0.64735 0.36895
C 0.40176 -0.27702 0.49214
C 0.46970 -1.32761 1.53829
H -2.56885 -0.63234 0.27856
H -2.47164 -0.75306 -1.44686
H -1.76108 -1.94185 -0.45058
H 1.38869 2.26442 -0.75340
H 0.61637 -0.88128 2.58770
H -0.50316 -1.76312 1.52468
H 1.20460 -2.15268 1.29952
```



Entry 4:
DFT (the ωB97M-V functional and the def2-TZVPD basis) results for an isolated molecule of C4H7N3.

total energy = -320.87751 Eh
LUMO = 1.092 eV
highest occupied orbital energy = -7.412 eV
SMILES string = Nc1c[nH]c(N)c1
2S+1 = 1
energy relative to the best compared isomer or geometry (same formula, charge and spin) = 3.6 kcal per mole

```
14
C4H7N3 | OMol25 | the ωB97M-V functional and the def2-TZVPD basis
N 2.40048 -0.54284 0.38248
C 1.11572 -0.06636 0.05763
C 0.71240 1.24659 -0.06934
N -0.65917 1.22761 -0.24642
C -1.11812 -0.05211 -0.21614
N -2.50926 -0.25640 -0.01680
C -0.03741 -0.88885 -0.07192
H 3.12271 0.10566 0.10023
H 2.57481 -1.44031 -0.05283
H 1.26608 2.17463 0.00271
H -1.28703 2.01071 -0.28366
H -2.88461 -1.02752 -0.55864
H -2.60738 -0.52303 0.96021
H -0.08922 -1.96779 0.01250
```



Entry 5:
DFT (the ωB97M-V functional and the def2-TZVPD basis) results for an isolated ion of composition C4H7N3 and charge +2 in a non-equilibrium geometry.

total energy = -320.11208 Eh
LUMO = -12.408 eV
highest occupied orbital energy = -21.433 eV
total charge = +2
2S+1 = 1
energy relative to the best compared isomer or geometry (same formula, charge and spin) = 1.9 kcal per mole

```
14
C4H7N3 | OMol25 | the ωB97M-V functional and the def2-TZVPD basis
C -2.07246 -0.77329 0.12183
C 0.05432 -0.80324 0.09703
C -0.53585 0.79705 -0.01558
C 1.32336 -1.41355 -0.00715
N -1.00758 -1.56822 0.16585
N -1.86663 0.57479 0.04870
N 0.08253 1.89611 -0.25865
H -3.00806 -1.30323 0.25689
H 1.08870 -2.55054 -0.03582
H 1.90366 -1.23673 0.97567
H 2.08895 -1.24009 -0.82196
H -2.57464 1.21087 -0.07850
H 1.19348 2.01573 -0.38268
H -0.46141 2.71118 -0.43986
```



Entry 6:
DFT (the ωB97M-V functional and the def2-TZVPD basis) results for an isolated ion of composition C4H7N3 and charge +2 in a non-equilibrium geometry.

total energy = -320.05402 Eh
LUMO = -13.422 eV
highest occupied orbital energy = -21.976 eV
total charge = +2
2S+1 = 1
energy relative to the best compared isomer or geometry (same formula, charge and spin) = 38.3 kcal per mole

```
14
C4H7N3 | OMol25 | the ωB97M-V functional and the def2-TZVPD basis
C 0.07625 1.02983 -0.81864
C 1.08786 -0.24298 -2.18864
C -0.32904 2.13556 -0.14427
C -0.33331 -0.78143 1.00146
N 0.68228 0.98472 -2.04810
N 0.13571 -0.18916 -0.21292
N 0.83664 -0.93939 -1.04259
H 1.69969 -0.68978 -2.87903
H -0.51688 1.98804 0.97591
H -0.18933 3.11207 -0.49213
H 0.44455 -1.42576 1.29634
H -0.53860 0.05291 1.65314
H -1.19412 -1.37484 0.70266
H 0.80904 -2.00576 -0.87096
```



Entry 7:
DFT (the ωB97M-V functional and the def2-TZVPD basis) results for an isolated molecule of C4H7N3O in a non-equilibrium geometry.

total energy = -395.96773 Eh
LUMO = 0.565 eV
highest occupied orbital energy = -9.100 eV
SMILES string = [H]/N=C/N/C=C\NC=O
2S+1 = 1
energy relative to the best compared isomer or geometry (same formula, charge and spin) = 113.4 kcal per mole

```
15
C4H7N3O | OMol25 | the ωB97M-V functional and the def2-TZVPD basis
H -3.86220 -1.34574 -0.64776
N -2.92215 -1.38829 0.07687
C -2.41970 -0.17837 -0.03213
N -1.32027 0.35226 0.54943
C -0.61445 1.38633 -0.34615
C 0.79770 1.47770 -0.06714
N 1.69912 0.52435 0.44913
C 1.91224 -0.75345 -0.28091
O 2.92687 -1.36176 -0.13034
H -2.81150 0.45672 -0.97578
H -0.66595 -0.24935 0.81909
H -1.09831 2.03866 -0.78404
H 1.20240 2.40122 -0.79865
H 2.21448 0.51221 1.40650
H 1.35454 -0.93124 -1.14673
```



Entry 8:
DFT (the ωB97M-V functional and the def2-TZVPD basis) results for an isolated molecule of C4H7N3O in a non-equilibrium geometry.

total energy = -396.05499 Eh
LUMO = 0.954 eV
highest occupied orbital energy = -8.944 eV
SMILES string = CNC1=NCC=NO1
2S+1 = 1
energy relative to the best compared isomer or geometry (same formula, charge and spin) = 58.6 kcal per mole

```
15
C4H7N3O | OMol25 | the ωB97M-V functional and the def2-TZVPD basis
C 0.89647 -2.35152 0.82081
N -0.27876 -1.45185 0.68452
C -0.31731 -0.23081 0.06719
N -1.15785 0.68796 0.36931
C -1.14749 1.83073 -0.49856
C 0.26172 2.10896 -0.99148
N 1.11651 1.18763 -1.12484
O 0.65671 -0.12014 -0.90662
H 1.71003 -1.90633 1.46391
H 0.56690 -3.31342 1.21532
H 1.27160 -2.53667 -0.19341
H -0.89097 -1.46039 1.52320
H -1.51369 2.71242 0.02748
H -1.80088 1.70911 -1.37164
H 0.62701 3.13432 -1.08519
```



Entry 9:
DFT (the ωB97M-V functional and the def2-TZVPD basis) results for an isolated molecule of C4H7N3O in a non-equilibrium geometry.

total energy = -395.94332 Eh
LUMO = 0.754 eV
highest occupied orbital energy = -8.685 eV
SMILES string = C#C/C(=N/NC)NO
2S+1 = 1
energy relative to the best compared isomer or geometry (same formula, charge and spin) = 128.7 kcal per mole

```
15
C4H7N3O | OMol25 | the ωB97M-V functional and the def2-TZVPD basis
C -3.43658 -0.53137 0.00304
C -2.28135 -0.26673 -0.16179
C -0.88027 0.08274 -0.24930
N -0.04332 -0.70768 -0.76773
N 1.29147 -0.22412 -0.62737
C 2.01072 -0.81269 0.53026
N -0.59349 1.31434 0.33035
O 0.36739 2.08735 -0.32027
H -4.49203 -0.65111 0.27127
H 1.79712 -0.55861 -1.45267
H 1.69594 -0.52188 1.54574
H 1.92771 -1.89384 0.54195
H 3.07837 -0.56427 0.39880
H -1.43414 1.91189 0.38690
H 0.99247 1.33598 -0.42918
```



Entry 10:
DFT (the ωB97M-V functional and the def2-TZVPD basis) results for an isolated molecule of C4H7N3O in a non-equilibrium geometry.

total energy = -396.12363 Eh
LUMO = 0.736 eV
highest occupied orbital energy = -7.743 eV
SMILES string = NCc1c[nH]c(=O)[nH]1
2S+1 = 1
energy relative to the best compared isomer or geometry (same formula, charge and spin) = 15.5 kcal per mole

```
15
C4H7N3O | OMol25 | the ωB97M-V functional and the def2-TZVPD basis
N -2.25939 0.29941 -0.27844
C -1.39178 -0.69370 0.22907
C -0.01061 -0.09737 0.12724
C 0.44596 1.15927 0.16306
N 1.79957 1.09375 0.01811
C 2.18750 -0.20831 -0.03610
O 3.37782 -0.47937 -0.12985
N 1.07234 -0.98239 -0.03726
H -3.22411 0.12855 0.12661
H -2.32266 0.25046 -1.30287
H -1.61418 -0.92316 1.36487
H -1.41870 -1.62560 -0.39486
H -0.01898 2.14923 0.17478
H 2.31735 1.89519 0.01145
H 1.05985 -1.96594 -0.03583
```